[1]
This record from the Open Molecules 2025 dataset describes a structure of composition C42H48N7O6P3S3Sn at a distorted geometry. The level of theory is ωB97M-V/def2-TZVPD.

Summary:
HOMO level = -6.66 eV
Kohn-Sham gap = 6.85 eV
Calculated total energy = -4896.91810 hartree

Last column: Mulliken charge in e.
Positions of all 110 atoms, in Å:
1 H -4.07431 0.62794 2.31966  0.254
2 N 0.61460 0.17913 2.48683  0.022
3 C -2.56041 -0.90463 -2.72902  -0.080
4 S -0.83962 3.02905 0.78389  1.799
5 H 1.50984 5.90857 -4.46727  0.423
6 C 4.07999 -0.70955 2.35711  -1.527
7 H -2.30579 -3.88373 4.07366  0.306
8 H 4.69169 -1.56429 2.11722  0.622
9 H -0.08347 5.72150 -5.18117  0.358
10 N -2.59104 -0.05031 -3.78845  0.390
11 C 4.38089 0.16311 3.30941  -1.094
12 H 0.27724 -5.44956 -4.19273  0.330
13 C 1.61807 -3.50819 -2.65942  -1.653
14 H -2.79408 -1.07453 -5.59560  0.330
15 C -2.63515 -3.20555 -1.25541  -0.379
16 H 3.76993 2.02160 4.23832  0.740
17 H -5.49280 -0.40960 2.65915  0.334
18 C 2.08885 0.62579 4.28396  1.504
19 C 2.70550 0.97496 1.25146  -0.356
20 H -2.62797 -3.09793 1.88981  0.156
21 C -0.67164 3.70273 -0.86822  -0.466
22 H 1.05820 2.34803 7.07084  0.436
23 H 2.43630 3.21583 -1.80003  0.396
24 C -4.44768 -0.39820 2.34487  -0.517
25 C 2.92815 0.44971 -1.47963  0.055
26 H -1.03575 -3.63262 5.29464  0.230
27 C 2.32477 0.11351 -2.68558  -0.584
28 H -3.91726 -5.29115 0.80337  0.452
29 Sn -0.76686 -0.49878 0.39523  4.633
30 S 0.70327 -2.30885 1.67107  -0.792
31 C 2.80893 -0.49534 1.58414  -0.178
32 H -0.40901 3.41565 5.40686  0.549
33 N 0.22205 -2.08234 -1.68420  1.267
34 C 2.00776 1.07978 5.68990  -1.054
35 O 0.56565 2.78574 1.12140  -0.944
36 C 4.32525 -0.96369 -3.43135  -0.905
37 O -3.73304 -1.16571 3.28953  -0.449
38 C 4.93863 -0.63152 -2.23377  -0.762
39 N -3.32260 -4.34989 -1.00703  0.195
40 O -1.78904 -1.92939 4.52329  -0.324
41 C 1.54549 -0.90919 2.40385  0.998
42 C 3.01510 -0.57799 -3.66378  -0.406
43 H 1.28689 0.39437 -2.83772  0.105
44 H 2.19306 -2.26176 -0.94133  0.226
45 H 3.72383 2.94761 -0.60005  0.525
46 C 0.18247 4.67739 -3.32666  0.866
47 C -3.08450 1.12933 -3.32122  -0.548
48 H -3.19119 1.99550 -3.94518  0.509
49 H -0.64857 2.46929 3.14559  -0.006
50 C 0.07025 2.08852 3.84612  -0.843
51 H -2.14200 0.57107 -5.71373  0.351
52 C 3.37537 1.24782 3.57345  -0.278
53 P -2.21082 -2.66850 -2.93608  -0.562
54 C 0.70167 5.20005 -4.63431  -1.811
55 H -4.28286 -4.77624 -2.80053  0.351
56 C 0.20670 2.58720 5.09035  -0.658
57 N 0.41399 -3.58112 -3.29076  0.270
58 C -0.34123 5.03688 -0.99981  -1.178
59 C 2.64623 3.01390 -0.74942  -1.646
60 C -0.19208 3.34562 -3.18458  -0.350
61 H 4.86870 -1.52235 -4.17991  0.410
62 S 2.04137 -1.20705 4.17371  -0.447
63 H 2.80663 -1.09887 0.67526  0.450
64 P -2.09326 -0.90644 3.30914  -0.318
65 C -3.35528 0.93230 -1.99513  -0.738
66 C -0.40975 -2.69952 -2.66285  -0.449
67 H -3.04960 -5.96115 -2.31213  0.283
68 H 0.36784 6.55817 -2.32765  0.445
69 H 1.07314 4.38840 -5.25514  0.356
70 O -1.62258 1.78916 0.66791  -0.662
71 O -1.46730 4.01114 1.63093  -0.792
72 H -3.73405 1.62400 -1.27162  0.543
73 N -3.03403 -0.33107 -1.64208  -0.005
74 C 0.08497 5.52070 -2.22411  -0.716
75 C -0.60052 2.85703 -1.95356  -0.101
76 C -2.77922 -3.37982 0.86983  -0.537
77 H 2.85111 2.88829 2.13971  0.393
78 H 2.53045 -0.82576 -4.60132  0.483
79 H -1.12361 -0.74828 -5.09014  0.293
80 C 1.11782 2.01383 6.04609  -0.861
81 C 4.25227 0.08728 -1.27085  -0.400
82 C 0.12441 -4.39671 -4.43443  -1.007
83 H -0.13913 2.68577 -4.04222  0.298
84 H 0.78515 -4.13192 -5.26230  0.334
85 H 5.95991 -0.93314 -2.05120  0.455
86 H -0.40658 5.67064 -0.12931  0.521
87 O -2.01084 0.45421 4.16414  -0.010
88 H -0.91009 -4.23538 -4.73757  0.367
89 H 5.27035 0.11048 3.91575  0.467
90 C -3.83964 -5.29768 -1.95232  -0.855
91 H 4.73778 0.35424 -0.34075  0.454
92 H -0.86350 1.81813 -1.81246  0.330
93 H 2.22616 3.80859 -0.14341  0.506
94 C 1.47535 -2.58337 -1.66614  -0.140
95 H 2.70595 0.64638 6.39205  0.549
96 P 1.85799 1.40037 -0.28747  1.576
97 C 2.97113 1.82420 2.24036  -0.667
98 H -0.65677 -3.38650 3.57614  0.255
99 H -4.34156 -0.82863 1.34369  0.058
100 H 2.45840 -4.10095 -2.95696  0.496
101 C -2.13765 -0.34134 -5.11899  -0.896
102 N -2.30212 -2.61075 -0.12889  1.144
103 H -3.33529 -0.17545 5.62900  0.336
104 C -3.41741 -4.46535 0.34335  -1.024
105 H -4.60477 -5.90078 -1.46529  0.324
106 H -2.80603 1.52826 5.68891  0.242
107 C 0.86524 0.96695 3.45911  -0.045
108 C -2.49127 0.50277 5.49815  -0.969
109 C -1.43031 -3.28577 4.33917  -0.578
110 H -1.69572 0.22569 6.19283  0.217

[2]
This record from the Open Molecules 2025 dataset describes a structure of composition C22H29BeF3N3OSSi at a distorted geometry. The level of theory is ωB97M-V/def2-TZVPD.

Summary:
HOMO level = -4.14 eV
Kohn-Sham gap = 6.73 eV
Total charge = -1
Calculated total energy = -2097.54367 hartree

Last column: Mulliken charge in e.
Positions of all 61 atoms, in Å:
1 C -1.25606 -4.08579 -2.96962  -0.829
2 H -1.76256 2.23321 -4.47882  0.362
3 N 0.04484 -1.96159 1.07388  -0.078
4 C 2.05544 5.59611 -0.15612  -0.433
5 H -1.20746 -4.16149 -4.04442  0.390
6 F 3.03954 -0.63929 -2.36532  -0.301
7 C 0.55244 -1.07239 1.92928  0.441
8 H 2.46834 -2.01969 4.82188  0.317
9 C -2.14246 -4.83779 -0.87442  -0.641
10 C 0.36494 4.30721 -1.27422  -0.208
11 H 0.31044 -0.76449 5.19868  0.435
12 H -0.50606 4.29371 -1.90382  0.121
13 H 2.50034 2.30301 0.37158  0.250
14 F 3.54304 1.41381 -1.98202  -0.254
15 H -2.06456 -0.48199 -1.52182  0.255
16 S 1.38224 0.36221 1.57618  -0.482
17 C -0.91226 2.50441 -3.85782  -1.189
18 C 0.89324 3.08801 -0.82122  1.091
19 C -2.61136 2.63551 -1.24112  -1.166
20 Si -1.09596 1.78391 -2.08122  0.117
21 H -2.21066 -2.07779 2.76308  0.250
22 H 0.11454 -2.99199 4.52738  0.438
23 C -1.39086 -3.88569 -0.21682  -0.298
24 C 2.37774 -0.96499 4.56838  -1.018
25 H 2.50234 6.54971 0.09228  0.347
26 H -2.70966 -5.64989 -2.77082  0.379
27 H -0.83546 3.58671 -3.86842  0.403
28 C -0.58566 -3.00189 -0.93142  0.703
29 H -2.62176 0.08491 -3.08232  0.547
30 H -2.02566 -1.64819 4.46528  0.430
31 C 2.59524 4.40951 0.31368  -1.285
32 N 0.37154 -1.39889 3.23138  0.182
33 Be 1.21434 0.47401 -0.64972  -0.545
34 O 0.54224 -0.92689 -0.93262  -0.680
35 C -1.81226 -2.40939 3.71818  -1.237
36 C 0.93184 5.52461 -0.96062  -0.977
37 C 0.91774 -0.59969 4.30298  -0.931
38 C 2.03344 3.19351 -0.00982  -0.060
39 C -1.75736 0.03051 -2.42602  -0.968
40 H -0.10986 -3.35559 2.79858  0.429
41 C 2.96834 0.32191 -1.37402  0.714
42 H -0.01606 2.11121 -4.32842  0.278
43 H -1.00636 -0.57519 -2.91342  0.078
44 H 0.49064 6.43191 -1.35952  0.356
45 F 3.96004 -0.08679 -0.50052  -0.330
46 H 0.85784 0.45321 4.01908  0.453
47 H 2.77934 -0.37289 5.38668  0.391
48 H 3.47814 4.43381 0.93978  0.378
49 H -2.52976 3.71681 -1.22322  0.378
50 H 2.95584 -0.76489 3.67018  0.276
51 C -0.30526 -2.62619 3.58578  -0.656
52 H 0.16374 -2.47919 -2.86162  0.567
53 C 0.08084 -1.86539 -0.23902  -0.144
54 H -3.53316 2.38861 -1.76202  0.365
55 H -2.71596 2.30081 -0.21342  0.283
56 N 0.34974 1.86231 -1.13892  0.879
57 H -2.30936 -3.33169 4.00878  0.353
58 C -2.09376 -4.92669 -2.25572  -0.391
59 H -1.43096 -3.79549 0.85618  0.248
60 C -0.49566 -3.13369 -2.31432  -0.178
61 H -2.78616 -5.50159 -0.31412  0.398

[3]
This record from the Open Molecules 2025 dataset describes a cluster of 2 separate species, CH5ClNOP in total at a distorted geometry. The level of theory is ωB97M-V/def2-TZVPD.

Summary:
HOMO level (spin up / spin down) = -6.89 / -6.90 eV
Kohn-Sham gap (spin up / spin down) = 3.39 / 3.41 eV
Calculated total energy = -972.55459 hartree

Last column: Mulliken charge in e.
Positions of all 10 atoms, in Å:
1 N -1.85123 -1.10536 1.01023  -0.342
2 H 0.56768 0.68086 -1.85461  0.259
3 Cl 3.67399 -0.37463 0.55782  -0.818
4 P -1.64164 0.01806 -0.23101  0.509
5 H -1.37204 -1.91876 1.32260  0.278
6 C 0.81548 0.97134 -0.83272  -0.272
7 H 1.79806 0.55339 -0.57835  -0.027
8 O -0.12875 0.35909 0.10965  -0.106
9 H 0.96931 2.05658 -0.75243  0.239
10 H -2.83085 -1.24058 1.24882  0.279

[4]
This record from the Open Molecules 2025 dataset describes a cluster of 2 separate species, C2H6O in total at a distorted geometry. The level of theory is ωB97M-V/def2-TZVPD.

Summary:
HOMO level = -9.85 eV
Kohn-Sham gap = 10.72 eV
SMILES string = C=C.O
Calculated total energy = -154.98762 hartree

Last column: Mulliken charge in e.
Positions of all 9 atoms, in Å:
1 O 2.28462 -0.56313 0.41473  -0.624
2 H -0.87859 0.39151 -1.69091  0.216
3 H -2.11780 -0.89542 -0.23811  0.241
4 H -1.74364 0.27285 1.16011  0.233
5 H 2.62997 -0.63452 1.31188  0.314
6 H 3.00331 -0.93962 -0.10917  0.314
7 C -0.99541 0.77100 -0.69487  -0.411
8 H -0.34916 1.50293 -0.24681  0.224
9 C -1.83329 0.09441 0.09316  -0.506

In kJ/mol, the energy relative to the best compared isomer or geometry (same formula, charge and spin) values for the records above are, in order, 487.3, 0.0, 424.9, 100.3.